DFT (ωB97M-V/def2-TZVPD) results for a molecular structure, C4H7NO at a distorted geometry.

Positions of all 13 atoms, in Å:
C -1.5480 0.9239 -0.8544
H 1.0796 0.8712 -1.5237
H 0.9146 -1.8173 -0.3910
H -0.0702 0.2332 1.7001
C 0.8482 0.9089 -0.1903
H -0.2116 -2.2025 0.9452
N -0.4643 0.3785 -0.3368
H -2.4483 0.3524 -0.5799
C 0.2557 -0.1464 0.7303
H 1.4877 -1.7412 1.2879
C 0.6297 -1.5741 0.6373
O -1.4170 1.8781 -1.6094
H 0.9439 1.9353 0.1848

Summary:
Charge ... 0
2S+1 ... 1
E_HOMO ... -9.38 eV
Energy ... -7795.98891 eV
Molar mass ... 85.1 g mol⁻¹
Energy relative to the best compared isomer or geometry (same formula, charge and spin) ... 352.70 kJ/mol

---

DFT (ωB97M-V/def2-TZVPD) results for C4H7NO in the gas phase at a distorted geometry.

Positions of all 13 atoms, in Å:
C 0.8153 0.6355 -0.5193
C -0.8510 -0.6818 -0.4342
H 0.7574 0.5061 2.1630
C -0.0801 0.0191 -1.6717
O -1.6353 -1.5349 -0.2327
H 1.6698 -0.3434 -0.3725
C -0.2031 0.0229 1.6602
N -0.4482 0.3556 0.3329
H 0.5047 -0.5176 -2.5602
H -1.0065 0.1714 2.4899
H 0.4186 -0.9946 1.8563
H 1.1845 1.7104 -0.8131
H -1.1263 0.6514 -1.8987

Summary:
Charge ... 0
2S+1 ... 1
E_HOMO ... -9.59 eV
Energy ... -7795.21468 eV
SMILES ... CN1CCC1=O
Molar mass ... 85.1 g mol⁻¹
Energy relative to the best compared isomer or geometry (same formula, charge and spin) ... 427.40 kJ/mol

---

DFT (ωB97M-V/def2-TZVPD) results for C4H7NO in the gas phase.

Positions of all 13 atoms, in Å:
C -0.2883 -1.5081 0.2053
H -0.5776 -1.7514 1.2327
O -0.0439 0.2585 -1.4049
H 1.7804 1.1158 -1.8437
H 0.0858 0.6037 1.8158
H 0.7980 -1.6175 0.1197
C 1.0612 0.9570 -1.0449
H -1.7566 0.0223 -0.2772
H -0.7623 -2.2225 -0.4736
C -0.6770 -0.0801 -0.1433
C -0.0796 0.9765 0.7996
H -0.7126 1.8709 0.8659
N 1.1817 1.3643 0.1487

Summary:
Charge ... 0
2S+1 ... 1
E_HOMO ... -9.64 eV
Energy ... -7798.65197 eV
SMILES ... C[C@H]1CN=CO1
Molar mass ... 85.1 g mol⁻¹
Energy relative to the best compared isomer or geometry (same formula, charge and spin) ... 95.75 kJ/mol

---

DFT (ωB97M-V/def2-TZVPD) results for C4H7NO in the gas phase at a distorted geometry.

Positions of all 13 atoms, in Å:
H 1.9764 0.7145 -1.2187
H 1.7496 -0.7424 -2.2995
C -0.1925 0.3220 0.5505
N 0.0447 1.5538 0.3841
H -0.9280 -1.3400 1.9333
O 0.4261 -1.8718 -0.3638
C 1.2144 -0.0088 -1.5680
H 0.4732 0.5338 -2.0619
C -1.1897 -0.3910 1.4195
H -0.5833 2.1764 0.8216
H -1.6030 0.3938 2.0686
H -1.9085 -0.6889 0.7441
C 0.5208 -0.6515 -0.4099

Summary:
Charge ... 0
2S+1 ... 1
E_HOMO ... -9.54 eV
Energy ... -7798.06481 eV
SMILES ... [H]/N=C(\C)C(C)=O
Molar mass ... 85.1 g mol⁻¹
Energy relative to the best compared isomer or geometry (same formula, charge and spin) ... 152.41 kJ/mol

---

DFT (ωB97M-V/def2-TZVPD) results for C4H7NO in the gas phase.

Positions of all 13 atoms, in Å:
H -2.2824 -0.1767 0.4511
H -1.7082 -1.7294 -0.2459
C -0.2512 1.2399 -0.3981
O 2.1888 0.6492 0.6730
H -1.1716 -1.2284 1.3641
C -0.1805 -0.2144 -0.1266
N 0.8501 -0.9569 -0.3018
H 2.9229 -1.0075 -0.2165
H -0.7291 1.8232 0.3969
C 2.0637 -0.3679 0.0174
H -0.9386 1.1223 -1.2543
H 0.6725 1.7115 -0.7236
C -1.4364 -0.8648 0.3644

Summary:
Charge ... 0
2S+1 ... 1
E_HOMO ... -9.65 eV
Energy ... -7798.11194 eV
SMILES ... CC(C)=NC=O
Molar mass ... 85.1 g mol⁻¹
Energy relative to the best compared isomer or geometry (same formula, charge and spin) ... 147.86 kJ/mol

---

DFT (ωB97M-V/def2-TZVPD) results for C4H7NO in the gas phase.

Positions of all 13 atoms, in Å:
H -1.1749 1.5615 -0.7300
H -2.7120 -0.8737 -0.3459
H -0.2398 -1.1483 -1.1913
H 2.1087 -0.8429 1.3778
C 0.5988 0.2858 0.3046
H -2.0884 0.2935 0.9232
N -1.4251 0.6524 -1.1188
O 0.3726 1.3513 0.8483
C 2.0011 -0.3122 0.4240
C -0.5110 -0.3326 -0.5238
H 2.7031 0.5275 0.4621
C -1.9324 -0.1695 -0.0511
H 2.2992 -0.9929 -0.3792

Summary:
Charge ... 0
2S+1 ... 1
E_HOMO ... -9.83 eV
Energy ... -7797.87039 eV
SMILES ... CC(=O)[C@H]1CN1
Molar mass ... 85.1 g mol⁻¹
Energy relative to the best compared isomer or geometry (same formula, charge and spin) ... 171.17 kJ/mol

---

DFT (ωB97M-V/def2-TZVPD) results for C4H7NO in the gas phase.

Positions of all 13 atoms, in Å:
H 1.8322 0.7877 0.5643
H 0.7167 1.2167 -2.2144
H -0.9842 -1.1847 1.7727
O 0.2046 1.7476 -0.2680
N -0.2137 -0.3575 -1.1479
H -1.3178 -1.9728 0.2604
C 0.7331 0.7903 0.6176
H 0.1240 -2.3965 1.1555
H 0.4533 0.9986 1.6491
C -0.5156 -1.5757 0.8715
C 0.0944 -0.4766 0.0790
H -1.0534 1.3758 -1.8647
C -0.0737 1.0471 -1.4752

Summary:
Charge ... 0
2S+1 ... 1
E_HOMO ... -9.69 eV
Energy ... -7797.99704 eV
SMILES ... CC1=NCOC1
Molar mass ... 85.1 g mol⁻¹
Energy relative to the best compared isomer or geometry (same formula, charge and spin) ... 158.95 kJ/mol

---

DFT (ωB97M-V/def2-TZVPD) results for C4H7NO in the gas phase.

Positions of all 13 atoms, in Å:
C -0.6635 -0.9761 -0.1269
H -2.5268 -1.0485 0.9075
O 2.0879 1.1405 -0.4394
H -1.4318 0.0698 1.7244
C 1.3794 0.5298 0.5186
H -0.3054 -1.8943 0.3578
C -1.7368 -0.3109 0.7244
N 0.5003 -0.1047 -0.1897
H 1.5764 0.6135 1.5825
C 1.1503 0.4828 -1.3634
H 0.5370 1.2061 -1.8995
H 1.6545 -0.2398 -2.0042
H -2.2215 0.5318 0.2079

Summary:
Charge ... 0
2S+1 ... 1
E_HOMO ... -6.32 eV
Energy ... -7794.29294 eV
Molar mass ... 85.1 g mol⁻¹
Energy relative to the best compared isomer or geometry (same formula, charge and spin) ... 516.34 kJ/mol

---

DFT (ωB97M-V/def2-TZVPD) results for C4H7NO in the gas phase at a distorted geometry.

Positions of all 13 atoms, in Å:
H 1.9051 -0.7938 -0.1797
H 0.1863 1.0260 1.4538
O 0.4564 0.2011 0.9711
H 1.7046 0.8842 -0.7318
H -1.8434 -1.2949 -1.0291
C -1.3094 -1.1781 -0.0811
C 1.7449 0.2363 0.1562
H 2.4768 0.5648 0.8781
C -0.4204 -0.0220 -0.2758
N -1.0987 2.3063 -1.0935
H -2.0384 -1.0440 0.7269
C -0.8465 1.2330 -0.6968
H -0.7476 -2.1037 0.0950

Summary:
Charge ... 0
2S+1 ... 1
E_HOMO ... -7.22 eV
Energy ... -7794.53369 eV
Molar mass ... 85.1 g mol⁻¹
Energy relative to the best compared isomer or geometry (same formula, charge and spin) ... 493.11 kJ/mol

---

DFT (ωB97M-V/def2-TZVPD) results for a molecular structure, C4H7NO.

Positions of all 13 atoms, in Å:
H 2.2331 1.9641 1.0668
C 0.0064 -0.7982 -0.7033
N -1.6818 0.2646 -0.0831
H -1.7531 -1.8923 0.0426
H 2.2184 0.7549 -0.2515
H -2.0013 -1.2480 -1.6143
C -0.2772 0.3494 -0.0646
H -2.1290 0.2887 0.8307
H 1.8566 0.2460 1.4202
C 1.7541 1.0596 0.6925
O 0.3789 1.3660 0.5002
C -1.4738 -1.1051 -0.6669
H 0.8687 -1.2497 -1.1694

Summary:
Charge ... 0
2S+1 ... 1
E_HOMO ... -8.23 eV
Energy ... -7796.94409 eV
Molar mass ... 85.1 g mol⁻¹
Energy relative to the best compared isomer or geometry (same formula, charge and spin) ... 260.54 kJ/mol

---

DFT (ωB97M-V/def2-TZVPD) results for C4H7NO in the gas phase at a distorted geometry.

Positions of all 13 atoms, in Å:
H 0.5334 -1.4336 -0.9404
C 1.1068 -1.0254 -0.1072
H 2.1188 -0.8552 -0.4490
H 1.0646 -1.8119 0.7410
C -1.9146 -0.3173 0.3404
H 0.2763 2.5071 -0.4881
H -1.9158 -1.0133 1.2725
C 0.7337 0.3856 0.4247
N -0.6059 0.9015 0.7162
H -0.3954 0.8946 -1.4830
C 0.0995 1.3665 -0.5375
H 1.5206 0.6964 1.1306
O -2.6220 -0.2951 -0.6203

Summary:
Charge ... 0
2S+1 ... 1
E_HOMO ... -9.26 eV
Energy ... -7795.91622 eV
SMILES ... C[C@H]1CN1C=O
Molar mass ... 85.1 g mol⁻¹
Energy relative to the best compared isomer or geometry (same formula, charge and spin) ... 359.71 kJ/mol

---

DFT (ωB97M-V/def2-TZVPD) results for C4H7NO in the gas phase.

Positions of all 13 atoms, in Å:
H 0.5135 -1.9165 -0.9276
N -0.9295 -0.0546 0.2659
C 1.1514 -1.4698 -0.1579
C 0.5265 -0.1831 0.3374
H 1.3630 -2.2189 0.6074
H 2.1008 -1.1936 -0.6369
C -1.6521 1.0765 0.7476
H -0.2008 0.2647 -1.7456
H -2.6723 1.0066 0.3308
C -0.0725 0.6305 -0.7363
H 1.0476 0.3412 1.1387
O -1.2635 2.0243 1.3810
H 0.0880 1.6926 -0.6046

Summary:
Charge ... 0
2S+1 ... 1
E_HOMO ... -10.06 eV
Energy ... -7797.30425 eV
SMILES ... C[C@H]1CN1C=O
Molar mass ... 85.1 g mol⁻¹
Energy relative to the best compared isomer or geometry (same formula, charge and spin) ... 225.79 kJ/mol

---

DFT (ωB97M-V/def2-TZVPD) results for C4H7NO in the gas phase.

Positions of all 13 atoms, in Å:
C 0.1806 0.0182 -1.1907
H 0.1835 -1.3554 0.5161
O 2.7230 1.4813 0.2405
H -1.7907 -0.1652 1.6627
H 2.1988 -0.3850 0.8106
H 0.9557 -0.5650 -1.6869
C -1.7131 -0.2112 0.5717
H -2.0732 0.7390 0.1652
C -0.2920 -0.4494 0.1285
C 1.9170 0.6037 0.3870
H -2.3652 -1.0141 0.2115
H -0.4793 0.5707 -1.8537
N 0.5550 0.7325 0.0376

Summary:
Charge ... 0
2S+1 ... 1
E_HOMO ... -9.98 eV
Energy ... -7797.73221 eV
SMILES ... C[C@H]1CN1C=O
Molar mass ... 85.1 g mol⁻¹
Energy relative to the best compared isomer or geometry (same formula, charge and spin) ... 184.50 kJ/mol

---

DFT (ωB97M-V/def2-TZVPD) results for C4H7NO in the gas phase.

Positions of all 13 atoms, in Å:
N -0.8035 -0.4901 0.8626
H 0.8991 -1.0477 2.0692
H -2.3229 -0.6571 -1.2838
C -1.3911 -0.1106 -1.4117
C -0.7978 0.3185 -0.1226
H -0.6092 -0.8520 -1.6540
H -1.4027 0.6233 -2.2125
H 1.2068 1.4796 1.5773
H 0.9427 -1.2966 0.3021
H 2.1819 0.7157 0.2784
C 0.6305 -0.6067 1.1126
O 0.2660 1.1639 -0.2695
C 1.2001 0.7598 0.7520

Summary:
Charge ... 0
2S+1 ... 1
E_HOMO ... -9.06 eV
Energy ... -7797.61530 eV
SMILES ... CC1=NCCO1
Molar mass ... 85.1 g mol⁻¹
Energy relative to the best compared isomer or geometry (same formula, charge and spin) ... 195.78 kJ/mol

---

DFT (ωB97M-V/def2-TZVPD) results for C4H7NO in the gas phase at a distorted geometry.

Positions of all 13 atoms, in Å:
C 0.6048 -0.2521 -1.0205
C -0.3825 0.1711 -1.8143
H -1.4133 0.0983 -1.5067
N 0.6303 -1.4112 -0.1295
H -0.3656 1.8592 1.8596
H 1.0751 0.7927 1.7167
C -0.7776 -0.0176 1.0200
H 1.4820 -1.4542 0.4241
H -0.1704 0.7341 -2.7089
H 1.6369 -0.0744 -1.3229
O -0.4621 -1.3514 0.7452
C 0.0117 0.8926 1.6018
H -1.8692 0.0128 1.1352

Summary:
Charge ... 0
2S+1 ... 1
E_HOMO ... -8.84 eV
Energy ... -7794.72013 eV
SMILES ... C=CNOC=C
Molar mass ... 85.1 g mol⁻¹
Energy relative to the best compared isomer or geometry (same formula, charge and spin) ... 475.12 kJ/mol

---

DFT (ωB97M-V/def2-TZVPD) results for 2 unconnected molecules or ions with the total composition C4H7NO.

Positions of all 13 atoms, in Å:
C -1.1364 -1.7163 0.2747
C -1.5994 0.6086 1.0294
H -2.6221 0.9825 1.1312
H 2.5273 1.4043 -0.5286
H 1.0106 1.9606 0.2490
H 1.8573 0.4907 0.8298
H -0.9622 -2.5327 0.9664
N -1.4680 -0.5679 0.7144
C 1.5921 1.0867 -0.0499
H 1.1664 -0.7861 -1.1562
H -1.0551 -1.8567 -0.7987
O -0.1445 0.6555 -1.6550
C 0.8106 0.2600 -1.0289

Summary:
Charge ... 0
2S+1 ... 1
E_HOMO ... -8.32 eV
Energy ... -7795.79487 eV
Molar mass ... 85.1 g mol⁻¹
Energy relative to the best compared isomer or geometry (same formula, charge and spin) ... 371.42 kJ/mol

---

DFT (ωB97M-V/def2-TZVPD) results for C4H7NO in the gas phase at a distorted geometry.

Positions of all 13 atoms, in Å:
H 2.2679 0.5028 -1.2280
O 0.6407 1.7633 0.3498
H 2.7080 -0.0096 0.4077
C -1.3741 -0.8349 -0.2621
H -1.7631 -1.7746 0.1342
N -0.3375 -0.2762 0.5994
C -1.6103 0.3967 0.5541
H -1.2879 -0.8295 -1.3479
H 1.7887 -1.1316 -0.6356
C 1.9385 -0.0849 -0.3677
C 0.7024 0.5610 0.1778
H -1.4287 1.4134 0.1903
H -2.2446 0.3040 1.4279

Summary:
Charge ... 0
2S+1 ... 1
E_HOMO ... -9.74 eV
Energy ... -7797.84505 eV
SMILES ... CC(=O)N1CC1
Molar mass ... 85.1 g mol⁻¹
Energy relative to the best compared isomer or geometry (same formula, charge and spin) ... 173.61 kJ/mol

---

DFT (ωB97M-V/def2-TZVPD) results for C4H7NO in the gas phase.

Positions of all 13 atoms, in Å:
C 0.2932 -0.6475 -0.5685
C -1.0757 0.5711 0.5796
C 0.1163 0.5778 -1.3681
H -2.0115 0.3248 1.1024
N -1.0935 0.0380 -0.8011
O 1.3728 -0.6252 1.6339
C 0.1663 -0.5149 0.9019
H 0.4622 1.5480 -1.0239
H -0.4708 -1.2685 1.3554
H 0.1685 0.4126 -2.4397
H 2.1298 -0.4791 1.0476
H 0.7757 -1.5159 -1.0310
H -0.9397 1.6629 0.6054

Summary:
Charge ... 0
2S+1 ... 1
E_HOMO ... -9.60 eV
Energy ... -7795.94096 eV
SMILES ... O[C@H]1CN2C[C@@H]12
Molar mass ... 85.1 g mol⁻¹
Energy relative to the best compared isomer or geometry (same formula, charge and spin) ... 357.33 kJ/mol

---

DFT (ωB97M-V/def2-TZVPD) results for a molecular structure, C4H7NO at a distorted geometry.

Positions of all 13 atoms, in Å:
H 2.6533 -1.3269 -0.5965
C -2.2618 -0.3928 0.1538
H 2.8140 0.3782 -0.6699
H -0.3680 1.8025 -0.2663
N -1.1091 -0.2614 -0.6467
H -3.0854 -1.1452 -0.1696
H -2.7346 0.6365 -0.0489
C 2.2722 -0.3596 -0.0702
C 0.8366 -0.1492 -0.3274
H -2.2435 -0.6431 1.2354
H 2.5426 -0.2489 0.9609
O -0.0578 -1.2008 -0.4453
C -0.1275 0.7545 -0.3300

Summary:
Charge ... 0
2S+1 ... 1
E_HOMO ... -8.54 eV
Energy ... -7795.06225 eV
Molar mass ... 85.1 g mol⁻¹
Energy relative to the best compared isomer or geometry (same formula, charge and spin) ... 442.11 kJ/mol